[1]
{"formula": "C24H60BF4N4Na5O12P", "method": "the ωB97M-V functional and the def2-TZVPD basis", "symbols": ["Na", "Na", "Na", "Na", "Na", "B", "F", "F", "F", "F", "P", "O", "O", "O", "O", "C", "O", "C", "C", "N", "C", "C", "O", "C", "H", "H", "H", "H", "H", "H", "H", "H", "H", "H", "H", "H", "H", "H", "H", "C", "O", "C", "C", "N", "C", "C", "O", "C", "H", "H", "H", "H", "H", "H", "H", "H", "H", "H", "H", "H", "H", "H", "H", "C", "O", "C", "C", "N", "C", "C", "O", "C", "H", "H", "H", "H", "H", "H", "H", "H", "H", "H", "H", "H", "H", "H", "H", "C", "O", "C", "C", "N", "C", "C", "O", "C", "H", "H", "H", "H", "H", "H", "H", "H", "H", "H", "H", "H", "H", "H", "H"], "xyz": [[-12.703, -19.412, -18.632], [-18.608, -20.326, -18.755], [-15.473, -24.343, -17.020], [-17.661, -24.985, -22.033], [-15.761, -19.415, -23.564], [-19.645, -24.548, -18.292], [-18.558, -25.337, -18.439], [-19.275, -23.533, -17.409], [-20.116, -23.946, -19.461], [-20.574, -25.363, -17.711], [-15.229, -21.943, -20.386], [-14.945, -23.478, -20.266], [-15.445, -21.422, -18.901], [-16.535, -21.686, -21.233], [-14.108, -21.095, -21.026], [-8.164, -18.474, -19.120], [-9.369, -18.670, -19.843], [-9.198, -19.312, -21.127], [-8.675, -20.770, -20.966], [-9.605, -21.710, -20.385], [-9.269, -23.091, -20.718], [-7.943, -23.568, -20.181], [-7.810, -24.935, -20.424], [-6.506, -25.518, -20.326], [-8.442, -18.061, -18.150], [-7.464, -17.761, -19.557], [-7.708, -19.426, -18.850], [-8.557, -18.685, -21.746], [-10.156, -19.354, -21.645], [-7.758, -20.890, -20.389], [-8.274, -21.129, -21.913], [-10.575, -21.685, -20.665], [-9.277, -23.347, -21.777], [-9.993, -23.774, -20.273], [-7.883, -23.434, -19.101], [-7.059, -23.084, -20.597], [-6.095, -25.344, -19.331], [-5.882, -24.978, -21.037], [-6.565, -26.586, -20.537], [-17.646, -32.342, -24.911], [-16.668, -31.567, -24.206], [-15.439, -31.410, -24.928], [-14.349, -30.829, -24.000], [-14.619, -29.436, -23.710], [-13.609, -28.747, -22.876], [-13.785, -29.185, -21.393], [-13.246, -30.451, -20.960], [-11.824, -30.513, -20.988], [-18.456, -32.376, -24.183], [-17.358, -33.368, -25.141], [-17.995, -31.900, -25.844], [-15.509, -30.647, -25.703], [-15.123, -32.332, -25.416], [-13.392, -31.077, -24.458], [-14.368, -31.398, -23.071], [-15.544, -29.425, -23.303], [-13.693, -27.661, -22.833], [-12.587, -29.029, -23.132], [-14.833, -29.222, -21.096], [-13.391, -28.376, -20.778], [-11.538, -30.624, -22.034], [-11.566, -31.445, -20.484], [-11.307, -29.694, -20.488], [-20.532, -18.507, -20.724], [-20.247, -18.023, -19.436], [-19.758, -16.694, -19.567], [-19.442, -16.026, -18.254], [-18.047, -16.460, -17.894], [-17.544, -15.814, -16.641], [-16.248, -16.378, -16.140], [-15.149, -16.431, -17.075], [-14.640, -15.199, -17.529], [-21.191, -17.831, -21.269], [-20.964, -19.500, -20.600], [-19.642, -18.601, -21.347], [-20.636, -16.208, -19.992], [-18.898, -16.645, -20.235], [-20.198, -16.279, -17.511], [-19.344, -14.954, -18.425], [-17.458, -16.234, -18.682], [-18.235, -16.027, -15.826], [-17.379, -14.738, -16.701], [-16.429, -17.447, -16.022], [-15.953, -15.866, -15.225], [-13.786, -15.435, -18.165], [-14.306, -14.474, -16.787], [-15.384, -14.667, -18.122], [-10.729, -17.333, -28.148], [-11.266, -18.482, -28.744], [-12.682, -18.489, -28.795], [-13.490, -18.589, -27.421], [-13.629, -19.950, -26.961], [-12.454, -20.666, -26.511], [-12.776, -22.176, -26.488], [-12.911, -22.643, -27.829], [-13.115, -24.073, -27.890], [-10.912, -17.439, -27.079], [-11.037, -16.378, -28.575], [-9.651, -17.393, -28.295], [-12.989, -19.397, -29.314], [-12.929, -17.595, -29.367], [-14.462, -18.129, -27.595], [-13.087, -17.935, -26.649], [-14.151, -20.645, -27.476], [-12.081, -20.260, -25.571], [-11.742, -20.471, -27.314], [-13.653, -22.442, -25.898], [-11.899, -22.666, -26.066], [-14.008, -24.234, -28.494], [-13.328, -24.538, -26.928], [-12.256, -24.521, -28.389]], "mulliken_charge": [0.86, 0.87, 0.90, 0.92, 0.84, 0.64, -0.38, -0.43, -0.43, -0.36, 0.68, -0.76, -0.84, -0.84, -0.76, -0.74, -0.29, -0.59, -0.57, -0.16, -0.71, -0.45, -0.31, -0.70, 0.25, 0.30, 0.27, 0.34, 0.29, 0.32, 0.39, 0.25, 0.28, 0.39, 0.28, 0.35, 0.29, 0.31, 0.24, -0.77, -0.28, -0.72, -0.40, -0.36, -0.64, -0.57, -0.35, -0.69, 0.25, 0.31, 0.30, 0.30, 0.44, 0.38, 0.32, 0.26, 0.36, 0.28, 0.32, 0.41, 0.28, 0.26, 0.30, -0.85, -0.26, -0.53, -0.68, -0.17, -0.75, -0.60, -0.25, -0.73, 0.34, 0.30, 0.34, 0.40, 0.33, 0.36, 0.36, 0.18, 0.39, 0.38, 0.28, 0.39, 0.21, 0.32, 0.29, -0.71, -0.34, -0.54, -0.74, -0.29, -0.45, -0.76, -0.32, -0.76, 0.27, 0.32, 0.25, 0.28, 0.46, 0.33, 0.35, 0.28, 0.37, 0.30, 0.41, 0.48, 0.25, 0.34, 0.24], "charge": 1, "e_tot_ha": -3649.4316, "max_force_ev_per_a": 3.3, "homo_lumo_gap_ev": 4.41, "homo_energy_ev": -7.72, "e_above_lowest_ev": 13.802}

=====

[2]
{"formula": "C24H60CdK2N4O4S", "method": "the ωB97M-V functional and the def2-TZVPD basis", "symbols": ["K", "K", "Cd", "S", "O", "O", "O", "O", "C", "C", "N", "C", "C", "C", "C", "H", "H", "H", "H", "H", "H", "H", "H", "H", "H", "H", "H", "H", "H", "H", "C", "C", "N", "C", "C", "C", "C", "H", "H", "H", "H", "H", "H", "H", "H", "H", "H", "H", "H", "H", "H", "H", "C", "C", "N", "C", "C", "C", "C", "H", "H", "H", "H", "H", "H", "H", "H", "H", "H", "H", "H", "H", "H", "H", "C", "C", "N", "C", "C", "C", "C", "H", "H", "H", "H", "H", "H", "H", "H", "H", "H", "H", "H", "H", "H", "H"], "xyz": [[-7.394, 4.403, -6.170], [-8.250, 8.390, -5.918], [-5.974, 6.459, -0.782], [-6.802, 5.800, -3.152], [-7.149, 6.582, -4.329], [-6.966, 4.397, -3.434], [-5.449, 6.141, -2.647], [-7.500, 6.192, -1.946], [-5.288, 4.333, -9.550], [-4.670, 5.239, -8.500], [-4.521, 4.630, -7.172], [-3.457, 3.613, -7.045], [-3.345, 2.989, -5.665], [-4.411, 5.669, -6.130], [-3.087, 6.500, -6.053], [-5.217, 4.944, -10.450], [-6.339, 4.097, -9.385], [-4.742, 3.421, -9.794], [-3.677, 5.588, -8.785], [-5.173, 6.206, -8.462], [-3.573, 2.807, -7.769], [-2.491, 4.059, -7.283], [-2.596, 2.199, -5.613], [-3.017, 3.764, -4.972], [-4.321, 2.626, -5.344], [-4.663, 5.148, -5.206], [-5.145, 6.456, -6.301], [-2.161, 5.926, -6.023], [-3.051, 7.112, -5.153], [-3.033, 7.113, -6.953], [-3.701, 4.186, -0.999], [-5.095, 3.729, -0.638], [-5.726, 4.643, 0.329], [-4.928, 4.774, 1.564], [-4.524, 3.488, 2.323], [-7.116, 4.127, 0.572], [-7.981, 5.091, 1.380], [-3.688, 5.237, -1.287], [-3.341, 3.545, -1.804], [-2.984, 4.076, -0.185], [-5.683, 3.585, -1.544], [-4.908, 2.756, -0.184], [-4.051, 5.402, 1.410], [-5.434, 5.446, 2.257], [-4.401, 3.664, 3.392], [-5.227, 2.656, 2.296], [-3.570, 3.140, 1.927], [-7.174, 3.128, 1.004], [-7.622, 3.986, -0.383], [-8.959, 4.676, 1.627], [-8.089, 6.049, 0.872], [-7.559, 5.257, 2.371], [-5.621, -2.595, -1.516], [-5.564, -1.720, -2.782], [-4.686, -0.527, -2.622], [-3.322, -0.840, -2.285], [-2.495, 0.348, -1.766], [-4.832, 0.373, -3.773], [-6.224, 1.020, -3.931], [-4.722, -3.210, -1.473], [-6.453, -3.296, -1.579], [-5.770, -2.017, -0.604], [-5.120, -2.208, -3.650], [-6.611, -1.490, -2.978], [-3.329, -1.553, -1.461], [-2.841, -1.361, -3.113], [-2.372, 1.165, -2.477], [-2.838, 0.696, -0.791], [-1.535, -0.105, -1.515], [-4.579, -0.177, -4.680], [-4.192, 1.242, -3.618], [-6.955, 0.264, -4.216], [-6.192, 1.826, -4.665], [-6.515, 1.468, -2.981], [-8.299, 1.191, -8.746], [-9.537, 2.085, -8.439], [-9.525, 2.473, -7.006], [-9.729, 1.404, -6.004], [-9.481, 1.877, -4.563], [-10.506, 3.595, -6.762], [-12.037, 3.308, -6.816], [-7.329, 1.640, -8.534], [-8.193, 0.968, -9.808], [-8.435, 0.247, -8.219], [-9.583, 2.967, -9.077], [-10.493, 1.583, -8.592], [-9.072, 0.566, -6.238], [-10.712, 0.978, -6.202], [-9.153, 1.000, -4.005], [-10.403, 2.240, -4.108], [-8.696, 2.627, -4.465], [-10.319, 4.044, -5.787], [-10.321, 4.402, -7.471], [-12.334, 2.544, -6.098], [-12.659, 4.166, -6.559], [-12.351, 2.867, -7.762]], "mulliken_spin": [0.05, 0.00, 1.16, 0.18, -0.02, 0.03, -0.25, -0.13, 0.00, 0.00, 0.00, 0.00, 0.00, -0.01, 0.00, 0.00, 0.00, 0.00, 0.00, 0.00, 0.00, 0.00, 0.00, 0.00, 0.00, 0.01, 0.00, 0.00, 0.00, 0.00, -0.05, 0.02, -0.09, 0.05, 0.02, -0.02, 0.03, 0.06, 0.01, -0.02, 0.00, 0.00, -0.01, -0.01, 0.00, 0.00, 0.00, 0.00, 0.02, 0.00, 0.00, -0.01, 0.00, 0.00, 0.00, 0.00, 0.00, 0.00, 0.00, 0.00, 0.00, 0.00, 0.00, 0.00, 0.00, 0.00, 0.00, 0.00, 0.00, 0.00, 0.00, 0.00, 0.00, 0.00, 0.00, 0.00, 0.00, 0.00, 0.00, 0.00, 0.00, 0.00, 0.00, 0.00, 0.00, 0.00, 0.00, 0.00, 0.00, 0.00, 0.00, 0.00, 0.00, 0.00, 0.00, 0.00], "s_squared": 0.751, "charge": 1, "e_tot_ha": -3235.9604, "max_force_ev_per_a": 8.5, "spin_multiplicity": 2, "homo_lumo_gap_ev": [3.02, 6.03], "homo_energy_ev": [-6.86, -9.89]}